No. 1
An isolated molecule of CH3N5O2 in a non-equilibrium geometry. Source: OMol25; level of theory: wB97M-V/def2-TZVPD.

The HOMO energy comes out at -9.36 eV. The SMILES is N/N=c1\nnon1O. The total energy comes out at -12625.0233 eV. The net charge is 0. For the HOMO-LUMO gap, the calculation gives 8.72 eV.

Positions of all 11 atoms, in Å:
N (-2.569, -0.026, 0.197)
N (-1.527, 0.580, -0.346)
C (-0.409, -0.017, -0.178)
N (-0.075, -1.295, 0.285)
N (1.144, -1.483, 0.247)
O (1.747, -0.355, -0.389)
N (0.809, 0.701, -0.555)
O (1.032, 1.524, 0.644)
H (-2.470, -1.048, 0.226)
H (-3.391, 0.246, -0.283)
H (1.605, 2.211, 0.287)

=====

No. 2
A 2-piece molecular cluster, C13H14N5O4 overall in a non-equilibrium geometry. Source: OMol25; level of theory: wB97M-V/def2-TZVPD.

The HOMO energy comes out at -4.01 eV. The total energy comes out at -29346.2426 eV. The net charge is -1. For the HOMO-LUMO gap, the calculation gives 5.59 eV.

Positions of all 36 atoms, in Å:
O (-2.641, 3.223, 0.202)
N (-1.860, 3.701, -0.654)
C (-0.504, 3.260, -0.611)
C (-0.157, 2.350, 0.371)
N (1.153, 1.970, 0.424)
N (1.699, 1.028, 1.246)
N (2.977, 0.976, 0.960)
N (3.300, 1.832, -0.056)
C (2.160, 2.460, -0.406)
C (1.791, 3.407, -1.401)
C (0.467, 3.765, -1.535)
O (-2.220, 4.533, -1.519)
H (-0.822, 1.984, 1.152)
H (2.603, 3.751, -2.034)
H (0.093, 4.407, -2.329)
C (1.147, -3.471, 0.621)
C (-0.059, -2.574, 0.327)
C (-1.197, -3.424, -0.248)
C (-0.520, -1.883, 1.619)
C (-1.644, -0.859, 1.400)
O (-2.556, -0.724, 2.226)
C (-1.503, -0.048, 0.228)
C (-0.643, -0.336, -0.879)
O (-0.604, 0.341, -1.920)
C (0.356, -1.488, -0.686)
H (1.981, -2.882, 1.032)
H (0.881, -4.252, 1.346)
H (1.490, -3.963, -0.298)
H (-2.083, -2.815, -0.451)
H (-0.871, -3.905, -1.178)
H (-1.466, -4.215, 0.462)
H (-0.843, -2.649, 2.335)
H (0.339, -1.345, 2.062)
H (-2.119, 0.850, 0.166)
H (1.298, -1.042, -0.318)
H (0.576, -1.962, -1.653)

=====

No. 3
A 2-piece molecular cluster, C6H5IN2 overall in a non-equilibrium geometry. Source: OMol25; level of theory: wB97M-V/def2-TZVPD.

The HOMO energy comes out at -8.64 eV. The total energy comes out at -17377.8629 eV. The net charge is 0. For the HOMO-LUMO gap, the calculation gives 7.87 eV.

Positions of all 14 atoms, in Å:
C (0.301, 3.267, 0.579)
C (-0.128, 2.458, -0.203)
C (-0.948, -2.152, -0.732)
C (0.171, -1.406, -0.916)
C (-0.754, -0.983, 1.013)
C (1.375, -0.066, 0.787)
N (-1.544, -1.869, 0.459)
N (0.322, -0.646, 0.207)
I (3.107, 0.214, -0.271)
H (0.300, 3.950, 1.354)
H (-1.508, -2.805, -1.530)
H (0.921, -1.305, -1.854)
H (-0.989, -0.420, 1.931)
H (-0.624, 1.763, -0.823)

=====

No. 4
An isolated molecule of C10H9N in a non-equilibrium geometry. Source: OMol25; level of theory: wB97M-V/def2-TZVPD.

The HOMO energy comes out at -8.03 eV. The SMILES is C1=CC=C2C=CC=CC(=C1)N2. The total energy comes out at -12003.0963 eV. The net charge is 0. For the HOMO-LUMO gap, the calculation gives 8.19 eV.

Positions of all 20 atoms, in Å:
C (-0.550, 0.993, -2.259)
C (-1.755, 0.672, -1.626)
C (-1.896, -0.050, -0.351)
C (-0.954, 0.135, 0.655)
C (-0.776, -0.808, 1.772)
C (0.511, -1.250, 2.175)
C (1.818, -0.901, 1.532)
C (2.029, -0.156, 0.378)
C (0.955, 0.546, -0.307)
C (0.795, 0.602, -1.683)
N (-0.030, 1.112, 0.452)
H (-0.570, 1.431, -3.238)
H (-2.715, 0.907, -2.136)
H (-2.739, -0.718, -0.184)
H (-1.644, -1.201, 2.287)
H (0.569, -2.011, 2.941)
H (2.737, -1.352, 1.956)
H (3.035, -0.094, -0.083)
H (1.607, 0.206, -2.304)
H (-0.428, 1.937, 0.023)

=====

No. 5
A 14-piece molecular cluster, C4H26BO21 overall. Source: OMol25; level of theory: wB97M-V/def2-TZVPD.

The HOMO energy comes out at -8.64 eV. The total energy comes out at -48253.7266 eV. The net charge is -1. For the HOMO-LUMO gap, the calculation gives 10.50 eV.

Positions of all 52 atoms, in Å:
O (2.579, -0.817, -0.258)
C (1.457, -0.430, -0.400)
O (0.568, -0.145, 0.529)
B (-0.672, 0.388, -0.082)
O (-0.414, 0.345, -1.540)
C (0.809, -0.110, -1.760)
O (1.390, -0.177, -2.802)
O (-0.922, 1.749, 0.404)
C (-1.997, 1.747, 1.167)
O (-2.476, 2.663, 1.766)
C (-2.622, 0.327, 1.100)
O (-1.840, -0.408, 0.334)
O (-3.610, -0.015, 1.679)
O (3.022, 1.485, 1.882)
H (2.598, 0.691, 1.539)
H (2.557, 1.667, 2.703)
O (-3.417, 5.416, 1.228)
H (-2.914, 4.620, 1.443)
H (-3.048, 5.718, 0.394)
O (2.489, -1.726, -5.165)
H (1.959, -0.983, -4.855)
H (1.855, -2.339, -5.544)
O (-2.749, -2.565, 2.755)
H (-2.971, -2.086, 1.952)
H (-2.931, -1.933, 3.460)
O (-1.874, -2.103, -2.151)
H (-2.829, -2.017, -2.201)
H (-1.618, -1.540, -1.413)
O (-6.510, 0.009, 1.644)
H (-5.570, -0.199, 1.567)
H (-6.552, 0.958, 1.495)
O (4.449, 0.126, -2.871)
H (4.601, -0.577, -3.511)
H (3.674, -0.168, -2.377)
O (2.870, 2.786, -3.881)
H (3.045, 3.216, -3.040)
H (2.889, 1.844, -3.675)
O (3.374, -3.535, 1.804)
H (2.773, -3.510, 1.054)
H (4.242, -3.365, 1.417)
O (-1.717, 2.629, -3.067)
H (-1.233, 3.261, -2.528)
H (-1.405, 1.770, -2.760)
O (1.499, -2.435, 3.809)
H (1.099, -1.819, 3.188)
H (1.902, -3.111, 3.249)
O (-3.539, 0.105, 4.690)
H (-4.396, -0.332, 4.680)
H (-3.660, 0.872, 4.120)
O (5.340, -2.203, -0.071)
H (4.569, -1.650, -0.235)
H (5.877, -2.092, -0.860)

=====

No. 6
C33H53Br12N4O8 as an isolated structure in a non-equilibrium geometry. Source: OMol25; level of theory: wB97M-V/def2-TZVPD.

The HOMO energy comes out at -10.19 eV. The total energy comes out at -897901.1654 eV. The net charge is +1. For the HOMO-LUMO gap, the calculation gives 7.63 eV.

Positions of all 110 atoms, in Å:
C (2.633, -6.031, 3.411)
C (2.694, -4.830, 2.250)
O (3.816, -4.223, 1.854)
O (1.400, -4.441, 1.668)
C (1.017, -5.327, 0.552)
C (1.077, -4.371, -0.818)
C (-0.180, -3.325, -0.685)
C (-0.049, -2.014, -1.714)
C (-1.524, -1.323, -1.759)
C (-1.586, 0.290, -1.532)
N (-1.330, 0.799, -0.138)
C (-2.214, 0.121, 0.932)
C (-3.799, 0.517, 0.822)
C (-4.648, -0.900, 1.063)
C (-6.271, -0.727, 0.916)
C (-6.641, -0.795, -0.688)
N (-8.087, -0.378, -0.858)
C (-1.751, 0.549, 2.482)
O (-0.947, -0.610, 2.997)
N (-1.001, 1.855, 2.472)
C (-0.906, 2.522, 3.811)
O (-1.251, 1.668, 4.974)
C (-2.147, 2.358, 5.913)
C (-3.460, 1.491, 6.457)
O (-1.980, 3.596, 6.405)
C (0.317, 1.674, 1.764)
O (1.024, 2.962, 1.641)
C (2.305, 2.972, 2.359)
O (2.448, 3.921, 3.324)
C (3.602, 2.009, 2.094)
C (4.718, 2.577, 0.986)
C (6.073, 1.772, 0.536)
C (6.357, 0.311, 1.226)
C (5.274, -0.242, 2.347)
C (3.901, 0.553, 2.802)
C (0.111, 0.899, 0.292)
C (1.152, 1.558, -0.773)
C (0.657, 2.908, -1.545)
O (0.552, 2.809, -3.009)
C (1.644, 4.235, -1.285)
N (3.083, 3.998, -1.688)
H (2.028, -6.911, 2.902)
H (1.945, -5.582, 4.272)
H (3.703, -6.335, 3.776)
H (1.678, -6.286, 0.441)
H (-0.144, -5.569, 0.689)
H (0.886, -5.086, -1.747)
H (2.113, -3.789, -0.908)
H (-0.231, -2.842, 0.405)
H (-1.231, -3.878, -0.812)
H (0.225, -2.379, -2.812)
H (0.824, -1.353, -1.313)
H (-2.254, -1.952, -1.054)
H (-1.950, -1.519, -2.858)
H (-0.953, 0.783, -2.383)
H (-2.714, 0.602, -1.783)
H (-1.690, 1.804, -0.137)
H (-2.144, -1.045, 0.921)
H (-4.128, 1.015, -0.184)
H (-4.179, 1.253, 1.682)
H (-4.297, -1.378, 2.091)
H (-4.235, -1.640, 0.225)
H (-6.720, 0.195, 1.480)
H (-6.757, -1.701, 1.406)
H (-5.875, -0.116, -1.258)
H (-6.512, -1.906, -1.096)
H (-8.377, 0.131, 0.029)
H (-8.071, 0.360, -1.605)
H (-2.733, 0.546, 3.148)
H (-1.258, -0.782, 3.943)
H (0.110, 3.034, 4.072)
H (-1.720, 3.396, 3.816)
H (-3.789, 0.743, 5.605)
H (-4.381, 2.167, 6.711)
H (-3.097, 0.830, 7.365)
H (1.030, 0.985, 2.429)
H (4.525, 3.625, 0.492)
H (6.764, 2.278, -0.293)
H (7.318, -0.270, 0.882)
H (5.483, -1.297, 2.822)
H (3.118, 0.153, 3.580)
H (0.472, -0.218, 0.509)
H (1.341, 0.736, -1.619)
H (2.239, 1.759, -0.323)
H (-0.404, 3.243, -1.150)
H (0.669, 1.875, -3.346)
H (1.226, 5.051, -2.052)
H (1.505, 4.709, -0.224)
H (3.331, 2.987, -1.753)
H (3.279, 4.371, -2.665)
C (0.787, -1.212, -6.143)
Br (-1.082, -1.690, -6.391)
Br (1.413, 0.006, -7.524)
Br (1.125, -0.516, -4.358)
H (1.369, -2.134, -6.242)
C (6.833, 4.428, 4.246)
Br (7.085, 6.239, 3.580)
Br (6.132, 4.415, 6.061)
Br (5.742, 3.359, 3.041)
H (7.822, 3.960, 4.282)
C (0.762, 2.364, -11.274)
Br (0.157, 2.809, -9.479)
Br (2.266, 1.130, -11.245)
Br (-0.692, 1.706, -12.385)
H (1.119, 3.292, -11.731)
C (-2.653, -4.936, -3.791)
Br (-2.933, -5.468, -1.941)
Br (-3.129, -3.073, -4.088)
Br (-0.843, -5.324, -4.390)
H (-3.329, -5.540, -4.404)